Entry a
Below is a 2-piece molecular cluster, C3H7N4O overall, with properties calculated with the ωB97M-V functional and the def2-TZVPD basis.

The geometry in XYZ format:
```
15
Properties=species:S:1:pos:R:3
C 2.5620 1.5748 1.1554
C 0.4016 -0.8345 0.0048
C -1.6326 0.3101 0.0175
N 2.0066 0.6107 1.3623
N -0.5523 -0.3844 -0.7497
N 1.4981 -1.4002 -0.4036
N -2.8573 0.2123 -0.4964
O -1.4204 0.8515 1.0736
H 2.9925 2.5283 1.1484
H -0.4686 -0.4443 -1.7798
H 2.1917 -1.4571 0.3648
H 1.8845 -1.1839 -1.3508
H -3.6788 0.6282 0.0129
H -3.0104 -0.2071 -1.4624
H 0.0833 -0.8041 1.1029
```

Calculated values
LUMO level = -3.55 eV
Total charge = +1

These are the Mulliken partial charges, in e, on atoms 1 to 4: number 1, C, carries -0.04; number 2, C, carries 0.12; number 3, C, carries 0.49; number 4, N, carries -0.34

Entry b
Below is C3H7N4O as an isolated structure, with properties calculated with the ωB97M-V functional and the def2-TZVPD basis.

The geometry in XYZ format:
```
15
Properties=species:S:1:pos:R:3
C 0.8669 1.2567 0.0247
C -1.3821 0.4697 -0.5193
C 0.4947 -0.5520 0.6927
N 2.1999 -1.7157 -0.4103
N 1.0001 -1.3857 -0.2551
N -0.3681 1.5056 -0.4037
N -1.0592 -0.4875 0.5637
O 1.8915 1.8452 0.1479
H -2.2321 1.0373 -0.2829
H -1.2487 -0.0718 -1.5740
H 0.8867 -0.5369 1.6641
H 2.3572 -2.3413 -1.1354
H -0.5896 2.4830 -0.2898
H -1.4680 -0.0466 1.4678
H -1.3492 -1.4600 0.3096
```

Calculated values
LUMO level = -4.01 eV
Total charge = +1

These are the Mulliken partial charges, in e, on atoms 1 to 4: number 1, C, carries 0.47; number 2, C, carries -0.48; number 3, C, carries -0.33; number 4, N, carries -0.69

Which is the most stable structure? entry a is the most stable.

Entry a
Below is a 5-piece molecular cluster, C20H55N5O5 overall, with properties calculated with the ωB97M-V functional and the def2-TZVPD basis.

The geometry in XYZ format:
```
85
Properties=species:S:1:pos:R:3
C 1.1056 3.7850 3.7329
C 1.7401 4.4270 4.8969
C 0.9724 4.3491 6.3001
O 1.4407 5.3584 7.1714
C 0.9248 5.1754 8.5633
N 3.2303 4.0528 4.9506
H 0.0919 4.1596 3.5911
H 1.0556 2.7098 3.9049
H 1.6629 3.8751 2.8005
H 1.8192 5.4759 4.6110
H 1.2292 3.4504 6.8610
H -0.1174 4.3322 6.3078
H 0.7726 4.1834 8.9885
H -0.0769 5.5966 8.6487
H 1.4798 5.8157 9.2490
H 3.3207 3.0484 5.0063
H 3.6406 4.4055 5.8035
C 4.5842 -8.2465 -4.9702
C 5.0050 -7.6048 -3.6208
C 4.0917 -6.4288 -3.1940
O 4.2910 -5.3726 -4.0977
C 3.3640 -4.3520 -4.2197
N 5.0755 -8.5652 -2.5184
H 5.1585 -9.1639 -5.0994
H 4.6475 -7.6106 -5.8532
H 3.5458 -8.5752 -4.9288
H 5.9967 -7.1666 -3.7323
H 4.3957 -6.0562 -2.2158
H 3.1042 -6.8877 -3.2421
H 2.3476 -4.5825 -3.9005
H 3.2736 -4.0446 -5.2616
H 3.6514 -3.5305 -3.5636
H 5.7539 -9.2763 -2.7511
H 5.4898 -7.9999 -1.7912
C 9.1788 2.5845 4.1181
C 9.2632 1.1986 4.7169
C 8.4718 0.0820 4.0342
O 7.1331 0.3004 3.9024
C 6.3224 -0.8033 3.4779
N 10.6701 0.8862 4.9666
H 8.1767 2.9362 3.8727
H 9.6501 2.4936 3.1395
H 9.5994 3.4476 4.6341
H 8.8673 1.3011 5.7273
H 8.4863 -0.7413 4.7484
H 8.9168 -0.2033 3.0809
H 6.4644 -1.1411 2.4514
H 5.2606 -0.6274 3.3056
H 6.3711 -1.6446 4.1692
H 10.9810 -0.0641 4.8242
H 11.3686 1.4437 4.4960
C -10.2366 4.5202 -8.1762
C -10.3755 4.2657 -6.6809
C -11.5957 3.6197 -6.2543
O -11.6315 3.4902 -4.8599
C -12.9056 3.2770 -4.3195
N -9.3200 3.5405 -6.0109
H -10.5041 3.6132 -8.7183
H -9.2395 4.8057 -8.5115
H -10.9005 5.2266 -8.6746
H -10.4086 5.2722 -6.2638
H -11.6988 2.6293 -6.6978
H -12.3996 4.3136 -6.4995
H -13.2036 4.0089 -3.5688
H -12.8239 2.3602 -3.7355
H -13.7751 3.2102 -4.9734
H -9.3787 2.6096 -6.3985
H -9.6542 3.5293 -5.0578
C -2.7885 -3.4564 1.1523
C -2.3765 -2.7419 -0.0858
C -3.1107 -1.4045 -0.3707
O -4.5600 -1.5975 -0.4005
C -5.2451 -0.5300 -1.1017
N -0.9019 -2.4640 0.0227
H -3.8246 -3.7863 1.2281
H -2.5882 -2.7303 1.9402
H -2.2407 -4.3799 1.3398
H -2.4447 -3.4773 -0.8874
H -2.7149 -0.9699 -1.2886
H -2.9253 -0.7406 0.4737
H -5.3161 -0.8926 -2.1272
H -4.7670 0.4457 -1.0154
H -6.2416 -0.5275 -0.6599
H -0.5504 -3.3647 0.3147
H -0.6018 -1.8595 0.7741
```

Calculated values
SMILES = COC[C@H](C)N.COC[C@H](C)N.COC[C@H](C)N.COC[C@H](C)N.COC[C@H](C)N
LUMO level = 0.64 eV
Total charge = 0

These are the Mulliken partial charges, in e, on atoms 1 to 4: number 1, C, carries -1.45; number 2, C, carries 0.58; number 3, C, carries -0.63; number 4, O, carries -0.36

Entry b
Below is C20H55N5O5 as an isolated structure, with properties calculated with the ωB97M-V functional and the def2-TZVPD basis.

The geometry in XYZ format:
```
85
Properties=species:S:1:pos:R:3
C -1.6284 -2.4761 2.7349
C -1.0994 -1.2081 2.2089
C -0.0474 -1.3851 1.1269
O 0.9026 -2.4401 1.5789
C 1.9596 -2.5871 0.5799
N -2.1324 -0.3231 1.7039
H -1.0734 -3.0361 3.3219
H -2.0634 -3.1451 1.9829
H -2.5314 -2.3581 3.3479
H -0.5854 -0.7901 3.0349
H 0.2746 -0.4141 0.6709
H -0.4604 -1.7041 0.1459
H 2.3366 -1.7091 0.3559
H 1.7366 -2.9751 -0.3361
H 2.8576 -3.2281 0.8329
H -1.7584 0.7059 1.5579
H -2.4784 -0.9411 0.9079
C -0.9614 -3.5321 -2.2741
C 0.0506 -2.7351 -3.2231
C 0.3906 -1.3581 -2.7121
O -0.7954 -0.6721 -2.3971
C -0.5804 0.5619 -2.0811
N 1.2876 -3.4101 -3.5451
H -1.0854 -4.4771 -2.5881
H -1.9054 -3.1901 -2.1251
H -0.7434 -3.7171 -1.2891
H -0.3574 -2.6391 -4.2241
H 0.8966 -1.0231 -3.4781
H 1.1046 -1.5861 -1.7581
H -1.5184 0.9709 -1.5881
H -0.3294 1.1299 -2.9341
H 0.3716 0.9939 -1.5161
H 1.6506 -3.4631 -2.6201
H 1.8466 -2.8091 -4.1151
C 4.0116 2.4379 -2.2611
C 4.7776 2.8499 -1.0171
C 5.5056 1.6209 -0.5141
O 4.5896 0.6759 -0.1191
C 5.3196 -0.5481 0.2789
N 5.7616 3.8369 -1.3751
H 3.3506 3.4269 -2.8081
H 3.3406 1.3929 -2.0211
H 4.6816 2.4019 -3.0861
H 4.0366 3.2359 -0.2471
H 6.3246 1.8889 0.2389
H 6.1306 0.9479 -1.3231
H 4.7836 -1.2361 0.6169
H 6.1086 -0.5551 0.9379
H 5.4236 -1.2201 -0.6921
H 6.5946 3.4769 -1.5541
H 6.0246 4.3469 -0.4811
C 2.0766 2.4279 3.9649
C 2.0736 1.7659 2.5589
C 1.1446 2.3699 1.4929
O -0.2114 2.3119 2.0219
C -1.0084 3.2839 1.3639
N 3.5146 1.9229 2.1299
H 2.1426 3.4569 3.9639
H 2.5086 1.9299 4.7639
H 0.7806 2.3899 4.3539
H 1.7706 0.7389 2.9539
H 1.2116 1.6219 0.7609
H 1.4866 3.4399 1.2629
H -0.9884 2.8149 0.2889
H -0.7454 4.1349 1.5949
H -2.1514 3.2009 1.8609
H 4.3906 1.3859 2.5019
H 3.7516 1.8409 1.0169
C -4.4924 -1.7241 -0.7101
C -5.4384 -1.0131 0.3189
C -6.7194 -0.3981 -0.3451
O -6.2444 0.6809 -1.0571
C -7.1844 1.6749 -1.3101
N -5.8664 -2.0681 1.3869
H -4.0444 -0.9631 -1.5121
H -5.0384 -2.5141 -1.2531
H -3.7334 -2.2741 -0.2631
H -5.0294 -0.4521 1.0289
H -7.3604 -0.2531 0.4889
H -7.2724 -1.2221 -1.1191
H -7.7174 2.1779 -0.4951
H -7.8634 1.2059 -1.9331
H -6.7774 2.4589 -1.9031
H -6.1794 -1.7201 2.2709
H -5.0814 -2.6431 1.6889
```

Calculated values
LUMO level = 0.49 eV
Total charge = 0

These are the Mulliken partial charges, in e, on atoms 1 to 4: number 1, C, carries -1.92; number 2, C, carries 0.49; number 3, C, carries 1.49; number 4, O, carries -0.52

Which is the most stable structure? entry a is the most stable.

Entry a
Below is an isolated ion of composition C4H11N2O and charge -1, with properties calculated with the ωB97M-V functional and the def2-TZVPD basis.

The geometry in XYZ format:
```
18
Properties=species:S:1:pos:R:3
C -0.0070 -0.9870 0.4543
N -0.1213 0.3281 1.0930
C 1.0503 1.4561 1.1540
O 2.2393 1.0513 1.5597
C 0.2348 -0.8741 -1.0276
N -0.8650 -0.1372 -1.6769
C -2.1510 -0.7608 -1.5314
H -0.9802 -1.4425 0.6720
H 0.8452 -1.5843 0.9012
H -0.2162 0.2472 2.1077
H 0.5275 2.2089 1.7958
H 1.0912 1.7465 0.1167
H 0.3960 -1.8494 -1.4715
H 1.1933 -0.3192 -1.2333
H -1.0045 0.7297 -1.1390
H -2.9845 -0.3708 -2.1103
H -2.5705 -0.6024 -0.4697
H -2.2660 -1.9170 -1.5282
```

Calculated values
SMILES = CNCCNC[O-]
LUMO level = 3.85 eV
Total charge = -1

These are the Mulliken partial charges, in e, on atoms 1 to 4: number 1, C, carries -0.43; number 2, N, carries -0.47; number 3, C, carries -0.50; number 4, O, carries -0.87

Entry b
Below is an isolated ion of composition C4H11N2O and charge -1, with properties calculated with the ωB97M-V functional and the def2-TZVPD basis.

The geometry in XYZ format:
```
18
Properties=species:S:1:pos:R:3
C -0.2092 1.0164 -1.2804
C 1.6271 0.3648 0.4630
C 0.3355 -1.3819 -0.5025
C 0.2141 0.0608 -0.1630
N -2.0440 0.1270 0.6375
N -0.6733 0.5140 0.9987
O -0.3548 -0.1282 2.2478
H -0.8128 0.4841 -2.0070
H -0.6580 1.7581 -0.6642
H 0.7234 1.3858 -1.8755
H 1.5770 -0.2199 1.4791
H 1.8125 1.4566 0.6233
H 2.5075 0.0713 -0.2256
H 1.1602 -1.8661 -0.1490
H -0.6119 -1.9088 -0.1642
H 0.2931 -1.5814 -1.5855
H -2.2010 -0.8726 0.8953
H -2.6855 0.7198 1.2723
```

Calculated values
SMILES = CC(C)(C)N(N)[O-]
LUMO level = 4.06 eV
Total charge = -1

These are the Mulliken partial charges, in e, on atoms 1 to 4: number 1, C, carries -1.66; number 2, C, carries -1.77; number 3, C, carries -1.46; number 4, C, carries 1.88

Which is the most stable structure? entry a is the most stable.

Entry a
Below is a 2-piece molecular cluster, CH5N3O3 overall, with properties calculated with the ωB97M-V functional and the def2-TZVPD basis.

The geometry in XYZ format:
```
12
Properties=species:S:1:pos:R:3
C 2.5801 -0.1432 0.0185
N -1.7062 -0.7976 0.3600
N -2.6819 -0.1185 -0.0981
N -0.6029 -0.3264 0.3332
O -0.5126 1.0035 -0.2845
O 1.8601 -1.1526 -0.2812
O 2.1289 0.9494 0.3778
H 3.7589 -0.3425 -0.1755
H -2.6169 0.8695 -0.5081
H -3.6060 -0.2234 0.2653
H 0.8662 -0.9544 0.0798
H 0.5323 1.2363 -0.0874
```

Calculated values
SMILES = N/N=N\O.O=CO
LUMO level = 0.89 eV
Total charge = 0

These are the Mulliken partial charges, in e, on atoms 1 to 4: number 1, C, carries 0.31; number 2, N, carries -0.56; number 3, N, carries -0.14; number 4, N, carries 0.26

Entry b
Below is a 2-piece molecular cluster, CH5N3O3 overall, with properties calculated with the ωB97M-V functional and the def2-TZVPD basis.

The geometry in XYZ format:
```
12
Properties=species:S:1:pos:R:3
C 0.2328 1.3466 -0.3551
N -0.0154 0.1240 1.6196
N 0.4665 0.1560 0.2665
N -0.3142 -1.7776 -1.3167
O -1.1618 -1.0530 -0.9073
O -0.3783 -2.8810 -1.7976
O 1.3036 -0.6968 -0.0114
H 0.7066 1.3895 -1.2875
H -0.8285 1.3832 -0.3308
H 0.6719 2.2463 0.1039
H -0.9043 0.4655 1.9226
H 0.2211 -0.7027 2.0938
```

Calculated values
LUMO level (alpha / beta) = 0.18 / -0.91 eV
Total charge = 0

These are the Mulliken partial charges, in e, on atoms 1 to 4: number 1, C, carries -0.80; number 2, N, carries -0.64; number 3, N, carries 0.86; number 4, N, carries 0.61

Which is the most stable structure? entry a is the most stable.

Entry a
Below is a 2-piece molecular cluster, CH2ClN3O3 overall, with properties calculated with the ωB97M-V functional and the def2-TZVPD basis.

The geometry in XYZ format:
```
10
Properties=species:S:1:pos:R:3
C 0.8252 1.4890 -0.0546
N 1.2130 1.2951 1.0610
N -0.7875 -0.0563 -0.0590
N -0.6808 -1.2917 -0.2465
O 0.7873 1.8093 -1.1707
O 0.5405 -1.6229 -0.8232
O -1.3393 -2.1848 0.1495
Cl -2.3250 0.3723 0.4370
H 1.0154 -0.9085 -1.1937
H 0.7512 1.0987 1.9003
```

Calculated values
SMILES = [O-]/[N+](O)=N\Cl.N=C=O
LUMO level = 0.07 eV
Total charge = 0

These are the Mulliken partial charges, in e, on atoms 1 to 4: number 1, C, carries 0.62; number 2, N, carries -0.46; number 3, N, carries -0.25; number 4, N, carries 0.99

Entry b
Below is a 2-piece molecular cluster, CH2ClN3O3 overall, with properties calculated with the ωB97M-V functional and the def2-TZVPD basis.

The geometry in XYZ format:
```
10
Properties=species:S:1:pos:R:3
C -1.2138 -0.1404 0.2735
N -1.1989 -1.3113 0.1502
N 1.5187 0.0030 -0.1972
N 2.1845 1.0571 -0.0096
O -1.2296 1.0116 0.0642
O 1.4941 2.2117 -0.2064
O 3.3282 1.1604 0.3128
Cl 2.4659 -1.4814 -0.0200
H 0.4680 2.1754 -0.1648
H -1.1048 -2.3081 0.4120
```

Calculated values
SMILES = [O-]/[N+](O)=N\Cl.N=C=O
LUMO level = 0.30 eV
Total charge = 0

These are the Mulliken partial charges, in e, on atoms 1 to 4: number 1, C, carries 0.53; number 2, N, carries -0.30; number 3, N, carries -0.42; number 4, N, carries 1.13

Which is the most stable structure? entry b is the most stable.